1.
Here is a structure of composition C15H31BrP2Ru in a non-equilibrium geometry from the OMol25 dataset. Energies are from wB97M-V/def2-TZVPD.

Structure (XYZ):
```
50
Properties=species:S:1:pos:R:3:forces:R:3:lowdin_spin:R:1
P -1.7571 -1.8945 -5.1223 -3.25 -1.66 -3.47 0.082
P -0.2276 -0.1340 -4.7431 0.70 3.32 -2.69 0.024
C -1.1487 -2.0343 -6.7928 0.32 0.14 0.03 0.022
C 0.0654 -1.1273 -6.6365 1.65 -0.97 0.34 0.163
H -1.8304 -1.7830 -7.6112 -0.19 0.29 0.45 0.000
H -0.8801 -3.0776 -6.9591 0.08 -0.17 0.01 0.006
H 0.9995 -1.7163 -6.5098 -0.61 0.48 -0.11 0.005
H 0.1831 -0.4256 -7.4772 -0.14 -0.01 0.86 0.003
C -1.4239 0.8951 -5.7121 -0.89 0.35 0.22 0.019
H -1.2081 1.9301 -5.4523 -0.54 0.05 0.25 0.001
H -2.4579 0.6191 -5.5147 -0.27 0.45 0.17 -0.002
H -1.2881 0.8536 -6.7904 0.11 -0.28 0.15 0.000
C 1.2808 1.4076 -6.0262 0.12 1.75 -1.38 0.482
H 1.8371 0.8247 -6.7430 0.05 -0.68 0.38 0.018
H 1.9675 2.1499 -5.5745 -0.70 -0.65 0.04 0.051
H 0.5299 1.9576 -6.6017 -0.59 -0.37 0.66 0.030
C -3.4168 -2.1448 -4.7057 -1.63 -1.90 -0.46 0.039
H -3.2988 -2.6577 -3.7063 -0.77 0.29 -1.38 0.003
H -3.9169 -2.7914 -5.4155 -0.62 -0.01 -0.23 0.005
H -3.9468 -1.2296 -4.5038 -0.31 0.40 -0.14 0.001
C 0.2755 -2.8780 -4.2495 0.40 -1.48 1.17 0.098
H 1.2000 -2.3564 -4.0642 0.59 -0.24 0.13 0.017
H 0.3190 -3.4720 -5.1600 -0.30 0.25 0.06 0.003
H -0.0143 -3.4992 -3.3752 0.93 -0.81 -0.56 0.027
Ru -1.1019 -1.6997 -3.3103 2.97 3.13 4.48 0.893
C 0.8469 3.2470 -3.5759 0.96 0.15 -0.56 0.026
C -0.4610 3.4207 -3.3119 -0.06 -1.24 -0.37 0.021
C -1.3187 2.2585 -2.8470 -0.37 -0.51 0.28 0.044
C -0.6879 0.8650 -2.7028 -0.55 1.33 0.84 0.222
C 3.3395 -0.1284 -4.9884 -0.12 -2.10 -1.08 0.113
C 2.9975 1.0288 -4.5053 0.40 -0.26 2.17 0.594
C 3.0172 1.6520 -3.1443 0.03 0.39 -0.36 0.082
C 1.8538 2.6059 -2.6543 0.04 -0.63 0.83 0.014
C -0.2326 -2.0376 -1.3045 1.34 -1.00 1.74 0.381
H 1.3217 3.6825 -4.4687 -0.25 1.09 0.87 0.001
H -0.9954 4.3436 -3.5300 -0.03 -0.37 -0.86 0.001
H -2.1292 2.0443 -3.5729 0.04 0.94 0.26 0.008
H -1.8610 2.5331 -1.9072 0.25 -0.61 -0.31 0.025
H 0.2308 0.9445 -2.1576 0.67 -0.78 -0.33 0.010
H -1.4015 0.2382 -2.1017 0.31 0.08 -0.85 0.022
H 3.8500 -0.9471 -4.4338 -0.18 0.78 0.04 0.032
H 3.0291 -0.5113 -6.0040 0.75 0.79 0.89 0.017
H 3.8793 2.3105 -3.0996 0.42 -0.21 -0.11 0.002
H 3.2021 0.8476 -2.4132 -0.15 0.23 -0.11 0.022
H 1.3292 2.2134 -1.7511 0.58 0.15 -0.64 0.000
H 2.4292 3.4596 -2.2283 -0.70 -0.22 -0.32 0.001
H 0.0133 -1.0776 -0.8494 -0.37 0.29 -0.49 0.014
H 0.6994 -2.5539 -1.5577 -0.13 0.02 -0.44 0.034
H -0.7112 -2.6191 -0.5297 -0.26 -0.15 -0.12 0.004
Br -3.0037 -1.8140 -1.5852 0.29 0.17 0.03 0.319
```
Forces are in eV/Å.

Values from the calculation:
Frontier orbital gap (alpha / beta) in eV: 4.7659 / 4.7337
Max |F| in eV/Å: 6.2
<S²>: 6.10
ΔE to the lowest compared entry with this formula, charge and spin in kcal/mol: 303.4
Total charge: +2
Spin multiplicity: 5
Total energy in Ha: -3940.4980

2.
Here is a cluster of 3 separate species, C15H31ClIO2 in total in a non-equilibrium geometry from the OMol25 dataset. Energies are from wB97M-V/def2-TZVPD.

Structure (XYZ):
```
50
Properties=species:S:1:pos:R:3:forces:R:3:mulliken_charge:R:1
C -0.6024 2.3796 0.9290 1.30 3.32 1.61 -0.533
C -0.0184 3.6607 1.4944 -0.60 -4.23 -1.90 -0.126
C 1.6135 3.8713 1.1947 -2.17 0.71 0.46 -0.673
C 1.7358 4.1676 -0.4129 1.93 -0.61 1.36 -0.036
Cl 0.8897 5.8332 -0.7005 0.27 -0.21 0.43 -0.351
C 3.2838 4.3777 -0.9102 -2.51 -0.05 -1.92 -0.754
I 4.8120 4.0149 0.6125 0.37 0.07 -0.18 -0.207
C 3.4815 3.3540 -2.2183 -0.50 0.48 0.09 -0.272
C 2.4492 3.9647 -3.3831 0.16 -0.14 1.31 -0.731
H -1.7266 2.2796 0.5777 2.36 0.10 1.42 0.171
H 0.1061 1.4360 0.7638 -1.47 2.53 -0.18 0.073
H -0.6536 4.4551 2.0928 1.23 -1.55 -1.93 0.303
H 2.1221 2.8782 1.5568 -0.68 2.08 -0.95 0.316
H 1.9362 4.8268 1.8219 -0.29 -2.04 -0.94 0.282
H 3.3789 5.5020 -1.2588 0.29 -2.32 0.61 0.450
H 4.5965 3.3099 -2.5816 -2.04 0.20 0.66 0.339
H 3.1052 2.2539 -1.9688 0.94 2.45 -0.20 0.104
H 1.4349 3.3700 -3.2335 2.11 1.46 -0.58 0.177
H 2.9155 3.8493 -4.4502 -1.02 0.24 1.93 0.291
H 2.2521 5.1034 -3.0850 0.34 -2.53 -1.04 0.186
C -1.6295 -1.9751 2.5675 -0.14 -0.20 -0.13 -0.987
C -2.3997 -0.7040 2.8801 0.17 0.10 -0.11 -0.368
O -3.2801 -0.3029 1.8342 -0.18 -0.07 -0.08 -0.382
C -4.3223 -1.2142 1.4952 0.14 0.26 0.12 -0.213
C -5.2807 -1.4890 2.6413 0.07 -0.07 0.27 -1.112
H -1.1185 -1.8906 1.6029 0.02 0.06 0.16 0.181
H -0.8867 -2.1737 3.3455 -0.06 0.06 -0.09 0.414
H -2.2942 -2.8420 2.5101 0.06 -0.02 0.07 0.268
H -1.6834 0.1145 3.0129 -0.27 0.02 -0.21 0.386
H -2.9463 -0.7942 3.8245 -0.04 -0.09 0.03 0.302
H -3.9019 -2.1444 1.1003 0.00 -0.10 0.06 0.185
H -4.8821 -0.7535 0.6753 0.24 0.11 0.07 0.360
H -4.7883 -2.0330 3.4530 -0.08 -0.01 -0.08 0.260
H -6.1253 -2.0928 2.2975 0.06 0.06 0.01 0.408
H -5.6617 -0.5516 3.0605 0.03 -0.10 -0.14 0.280
C -0.7090 -2.7760 -1.9253 -0.07 -0.27 -0.01 -0.910
C 0.7089 -2.3187 -1.6299 -0.08 0.14 0.11 -0.396
O 1.3031 -2.9926 -0.5241 0.03 -0.17 0.10 -0.410
C 1.4585 -4.4040 -0.6479 0.10 0.26 0.00 -0.313
C 2.3578 -4.8136 -1.8016 -0.01 0.11 -0.26 -1.037
H -1.3283 -2.7230 -1.0239 0.08 0.10 -0.10 0.137
H -1.1591 -2.1503 -2.7014 0.07 -0.03 0.11 0.392
H -0.7306 -3.8119 -2.2759 -0.03 0.06 -0.05 0.290
H 0.6852 -1.2551 -1.3680 0.16 -0.24 0.13 0.359
H 1.3458 -2.4059 -2.5162 -0.04 -0.06 -0.04 0.351
H 0.4806 -4.8906 -0.7175 -0.04 -0.04 -0.09 0.288
H 1.9114 -4.7490 0.2868 -0.09 0.26 -0.01 0.324
H 1.9048 -4.5715 -2.7677 0.04 -0.09 0.06 0.258
H 2.5424 -5.8914 -1.7790 -0.02 0.09 0.02 0.386
H 3.3173 -4.2880 -1.7500 -0.13 -0.10 0.07 0.285
```
Forces are in eV/Å.

Values from the calculation:
Frontier orbital gap in eV: 5.0363
Max |F| in eV/Å: 4.7
Total charge: -1
Total energy in Ha: -1498.2707

3.
Here is a structure of composition C15H31ClO4P2Ru in a non-equilibrium geometry from the OMol25 dataset. Energies are from wB97M-V/def2-TZVPD.

Structure (XYZ):
```
54
Properties=species:S:1:pos:R:3:forces:R:3:lowdin_spin:R:1
P -0.2822 -1.4034 -5.2313 0.55 -1.48 -4.84 0.273
P 0.4591 2.3392 -4.7414 -1.97 -0.07 -4.85 0.004
C -0.2168 -0.0192 -6.4568 -0.67 0.46 -1.03 0.108
C 0.8137 1.0826 -6.0763 0.61 -0.02 -0.61 0.004
H -1.2456 0.3446 -6.6863 0.97 0.01 0.26 0.001
H 0.0604 -0.4968 -7.4221 0.33 0.32 0.55 0.014
H 1.7932 0.6086 -5.8920 -0.33 0.22 -0.09 0.000
H 0.9313 1.6852 -6.9857 0.20 -0.03 0.13 0.003
C -0.5564 3.5700 -5.6309 0.65 0.25 0.00 0.000
H -0.6556 4.4420 -4.9676 -0.12 -0.07 -0.34 0.000
H -1.5574 3.1591 -5.8445 0.48 0.10 0.10 0.000
H -0.0587 3.8587 -6.5679 -0.24 0.16 0.30 0.000
C 1.9547 3.1707 -4.1909 0.50 0.16 0.64 0.000
H 2.2000 3.9503 -4.9384 -0.39 -0.40 0.21 0.000
H 2.8336 2.5104 -4.1026 -0.52 0.15 0.04 0.000
H 1.7857 3.6724 -3.2241 0.07 -0.15 -0.31 0.000
C -1.7557 -2.4802 -5.6020 -0.69 0.03 -0.12 0.109
H -1.8684 -3.2693 -4.8401 0.07 0.45 -0.34 0.001
H -1.6051 -2.9746 -6.5757 0.08 0.38 0.31 0.008
H -2.6648 -1.8704 -5.6405 0.10 -0.21 0.01 0.005
C 0.9881 -2.5263 -6.1052 0.14 -0.38 -0.76 0.082
H 1.9475 -1.9946 -6.2524 -0.57 -0.02 0.16 0.001
H 0.6597 -2.8532 -7.1029 -0.15 0.11 0.33 0.003
H 1.2263 -3.4332 -5.5217 -0.33 0.39 -0.05 0.005
Ru 1.1291 0.6385 0.6797 1.65 -0.70 0.94 0.932
C -0.8419 1.5208 -3.8631 2.30 -0.35 3.04 0.056
C -1.6058 0.3105 -4.3692 -2.36 1.98 0.65 0.469
C -2.3152 -0.4253 -3.2324 -0.05 -0.07 -0.31 0.073
C -1.4191 -1.5321 -2.5918 -0.71 -0.60 -0.10 0.060
C -0.2045 -2.0092 -3.3737 -0.46 -1.53 1.93 0.413
C 0.8926 -1.2234 -3.9797 0.81 2.41 4.48 0.155
C 1.1996 0.0815 -3.1769 0.62 -0.29 -0.23 0.042
C 0.1084 1.0279 -2.7170 -0.81 0.01 1.18 0.004
C 0.6621 -2.1886 0.7195 -0.28 -0.79 0.73 0.003
H -1.4396 2.3416 -3.4105 -0.35 -0.70 -0.43 0.020
H -2.3343 0.6281 -5.1584 0.76 -0.70 0.47 0.010
H -3.1662 -1.0032 -3.6718 0.40 1.04 0.45 0.001
H -2.6929 0.3847 -2.4963 0.49 -1.47 -0.94 0.026
H -1.1131 -1.2797 -1.5788 0.03 -0.05 0.14 0.021
H -2.1017 -2.4134 -2.5468 0.72 0.47 0.37 0.002
H -0.0504 -3.0933 -3.2657 0.02 0.46 -0.20 0.013
H 1.8170 -1.7820 -4.0876 -0.20 0.01 -0.28 0.005
H 1.9281 0.6706 -3.7534 0.03 -0.44 0.21 0.001
H 1.7404 -0.2300 -2.2772 -0.02 -0.08 -0.16 0.005
H -0.5508 0.6314 -1.9454 0.45 -0.23 0.07 0.000
H 0.6335 1.8666 -2.2142 -0.40 -0.27 -0.30 0.001
H 1.1669 -3.0389 0.2525 -0.09 0.11 -0.10 -0.002
H -0.3884 -2.4273 0.9120 0.14 -0.18 0.16 0.005
H 1.1712 -1.9755 1.6600 -0.12 -0.20 0.03 0.001
O 1.4378 0.4095 2.3623 -0.23 0.53 -3.25 0.416
Cl -1.7613 1.1398 0.3124 0.40 0.47 0.21 0.032
O -0.2413 1.9243 0.3093 -0.30 -1.15 -0.16 -0.021
O 2.4505 1.1415 -0.3495 -1.81 -0.65 1.73 0.505
O 0.7030 -1.0804 -0.1395 0.60 2.61 -0.04 0.129
```
Forces are in eV/Å.

Values from the calculation:
Frontier orbital gap (alpha / beta) in eV: 7.4107 / 7.1652
Max |F| in eV/Å: 5.2
<S²>: 6.07
ΔE to the lowest compared entry with this formula, charge and spin in kcal/mol: 29.0
Total charge: +2
Spin multiplicity: 5
Total energy in Ha: -2127.8822

4.
Here is a structure of composition C15H31F5MgOP2Te in a non-equilibrium geometry from the OMol25 dataset. Energies are from wB97M-V/def2-TZVPD.

Structure (XYZ):
```
56
Properties=species:S:1:pos:R:3:forces:R:3:mulliken_charge:R:1
P 0.5136 -2.3131 1.1180 -1.54 1.70 0.41 1.642
P 0.4225 2.2275 1.3915 -0.74 -0.78 1.59 0.549
C -0.0690 -0.6733 0.4856 0.75 0.45 -1.13 4.032
C 0.8884 0.6147 0.5856 1.07 -0.67 -1.31 -0.743
H -1.2123 -0.5620 0.5771 1.36 -0.79 -0.30 0.156
H -0.0177 -0.8448 -0.6000 -0.37 0.02 0.61 -4.043
H 1.7981 0.2792 1.1336 -0.59 0.47 -0.08 0.343
H 1.2166 0.8525 -0.4589 -0.17 -0.73 0.79 0.166
C -1.1993 2.7559 0.6333 -0.05 0.39 -0.35 -1.582
H -1.8548 3.1629 1.4319 0.43 -0.19 -0.34 0.394
H -1.7567 1.9745 0.0654 0.27 0.55 0.46 0.452
H -0.9249 3.5750 -0.0630 -0.63 -0.43 0.09 0.537
C 1.4854 3.6038 0.9209 0.34 0.48 -0.31 -1.403
H 0.9681 4.2600 0.2041 0.48 -0.08 0.09 0.363
H 2.4707 3.2933 0.5483 -0.22 0.15 0.09 0.412
H 1.6066 4.1376 1.8848 0.12 -0.11 -0.66 0.389
C -0.5367 -3.5477 0.3462 0.02 -0.48 -0.35 -1.578
H -0.7118 -4.3336 1.0893 0.01 0.05 -0.22 0.496
H -0.0411 -3.9754 -0.5334 -0.13 0.03 0.17 0.403
H -1.5045 -3.1467 0.0216 0.25 0.05 0.32 0.466
C 2.2173 -2.6037 0.7057 0.50 -0.30 -0.07 -1.350
H 2.8032 -1.6792 0.7143 -0.13 -0.18 0.04 0.348
H 2.3002 -3.0946 -0.2711 0.07 0.16 0.26 0.501
H 2.5914 -3.2808 1.4838 0.14 0.12 -0.23 0.453
Mg -1.6610 0.5725 1.9142 -1.15 0.94 3.99 0.943
C 0.3940 1.4311 -2.5162 -1.00 0.86 0.00 -0.644
C -0.9314 1.3686 -2.2847 0.58 0.94 -1.15 0.015
C -1.8906 0.6378 -3.1740 -0.52 -0.36 0.03 -1.277
C -1.4916 -0.8013 -3.5691 -0.31 0.00 -0.47 -0.927
C -0.7453 -1.5331 -2.5178 1.35 -0.73 -0.04 0.256
C 0.5959 -1.4692 -2.3872 -0.58 -0.87 -0.83 -0.336
C 1.4933 -0.7346 -3.3347 0.56 0.25 -0.19 -1.149
C 1.0904 0.7279 -3.6396 0.25 -0.11 -0.15 -0.839
C 0.2726 -2.4357 2.8722 0.38 -0.43 0.21 -1.378
H 0.9782 2.1943 -2.0011 -0.12 -0.24 0.18 0.563
H -1.4320 2.1175 -1.6697 0.57 -0.42 0.00 0.836
H -2.0182 1.2162 -4.1063 -0.06 -0.10 0.30 0.333
H -2.8812 0.5991 -2.6889 0.35 0.09 -0.16 0.355
H -2.4170 -1.3573 -3.7793 0.32 0.16 -0.19 0.492
H -0.8785 -0.7759 -4.4808 -0.33 -0.12 0.16 0.291
H -1.3256 -2.2243 -1.9096 0.14 0.29 0.18 0.256
H 1.1533 -2.0883 -1.6737 -0.56 0.16 -0.17 -0.052
H 1.5233 -1.2871 -4.2873 0.07 0.08 0.19 0.372
H 2.5328 -0.7266 -2.9596 -0.47 -0.14 -0.01 0.351
H 2.0125 1.2750 -3.8877 -0.36 -0.10 -0.03 0.430
H 0.4495 0.7436 -4.5286 0.16 0.12 0.13 0.328
H 0.5925 -1.5023 3.3289 -0.07 0.10 0.19 0.249
H 0.8682 -3.2688 3.2667 -0.24 0.03 -0.07 0.489
H -0.7913 -2.5805 3.0918 0.17 0.12 0.01 0.427
F -2.1414 2.3876 6.1244 -0.18 0.15 0.40 -0.475
Te -1.0883 1.3264 4.9150 0.02 0.93 0.89 1.538
F -0.1424 0.2848 3.2668 0.65 -0.96 -1.28 -0.480
F 0.5871 1.8639 5.8198 0.66 0.20 0.26 -0.503
F -0.7603 2.8743 3.7505 -0.12 1.19 -0.17 -0.450
F -0.9205 -0.3718 5.8472 -0.03 -1.28 0.76 -0.510
O -2.4803 0.8539 3.7841 -1.36 -0.66 -2.55 -0.905
```
Forces are in eV/Å.

Values from the calculation:
Frontier orbital gap (alpha / beta) in eV: 3.7198 / 3.7193
Max |F| in eV/Å: 4.3
Total charge: 0
Total energy in Ha: -2315.3242

5.
Here is a structure of composition C15H31FIrP2 in a non-equilibrium geometry from the OMol25 dataset. Energies are from wB97M-V/def2-TZVPD.

Structure (XYZ):
```
50
Properties=species:S:1:pos:R:3:forces:R:3:lowdin_spin:R:1
P 0.0390 -2.7000 -2.6476 0.06 -1.58 2.74 0.590
P 0.8326 3.0835 -1.4890 -1.00 1.54 -4.58 0.646
C 1.0535 0.7451 -3.2076 1.61 -0.18 2.01 0.288
C 1.3739 2.2561 -3.1327 1.06 -0.81 0.75 0.151
H 1.9717 0.1516 -3.4102 -0.24 0.48 0.05 0.033
H 0.7159 0.4274 -2.2045 -0.04 -0.18 -0.43 0.027
H 2.4711 2.3849 -3.2397 -0.60 0.16 0.09 0.005
H 0.8734 2.7817 -3.9621 0.13 0.38 0.76 0.025
C -0.9134 3.4350 -2.0544 -0.60 -0.32 1.39 0.086
H -1.4191 4.1790 -1.4085 0.33 -0.41 -0.28 -0.001
H -1.4746 2.4860 -2.0009 0.10 0.30 -0.11 0.002
H -0.9438 3.7893 -3.1054 0.55 -0.15 0.59 0.021
C 1.6564 4.7180 -1.5155 0.46 -0.53 1.50 0.101
H 1.4588 5.2967 -2.4270 -0.24 -0.45 0.05 0.023
H 2.7390 4.5697 -1.3790 -0.35 0.20 -0.06 0.000
H 1.2549 5.2341 -0.6321 0.26 0.25 -0.31 0.002
C -0.8972 -4.2552 -2.7602 -0.23 0.38 -0.99 0.078
H -0.5754 -4.9106 -1.9416 0.05 0.15 -0.18 0.019
H -0.6769 -4.6954 -3.7445 -0.26 -0.21 0.42 0.002
H -1.9673 -4.0359 -2.6595 0.21 -0.14 -0.15 -0.001
C 1.7447 -3.2270 -2.2901 0.36 0.54 -0.84 0.087
H 2.2393 -2.5142 -1.6154 -0.15 -0.14 -0.34 0.000
H 2.2757 -3.2724 -3.2560 0.16 -0.24 0.57 0.005
H 1.7066 -4.2154 -1.8132 -0.04 0.17 -0.23 0.018
Ir -0.3017 0.1130 -4.5627 1.01 1.52 6.02 1.479
C -0.0314 1.4114 -6.0216 -1.41 1.32 -1.66 0.112
C -1.4578 1.1945 -5.7253 -0.57 2.59 -2.44 0.199
C -2.2817 0.3138 -6.6206 -0.97 -0.34 0.11 0.062
C -1.8936 -1.1950 -6.5674 -0.68 -0.45 -0.10 0.069
C -0.8906 -1.5649 -5.5001 0.28 -2.47 -0.95 0.285
C 0.5351 -1.2795 -5.6622 -0.28 -1.94 -1.56 0.136
C 1.0097 -0.7239 -6.9895 0.83 -0.19 -0.48 0.025
C 0.6888 0.7724 -7.1842 0.41 0.22 -0.58 0.020
C -0.5434 -2.0037 -1.0638 -0.18 0.84 -0.58 0.082
H 0.2713 2.4371 -5.7977 0.27 -0.29 0.20 0.021
H -1.9634 2.0283 -5.2137 0.05 -0.49 -0.27 0.011
H -2.2393 0.6521 -7.6680 0.02 0.08 0.37 0.013
H -3.3297 0.3733 -6.2871 0.37 0.17 -0.25 0.001
H -2.8019 -1.7697 -6.3457 0.19 0.18 -0.16 0.003
H -1.5723 -1.5222 -7.5664 0.22 -0.01 0.33 0.014
H -1.1595 -2.4255 -4.8660 -0.03 0.32 -0.27 0.033
H 1.2274 -1.9493 -5.1274 -0.18 0.19 -0.23 0.031
H 0.6442 -1.3145 -7.8392 -0.15 0.02 0.30 0.003
H 2.0961 -0.8400 -7.0445 -0.11 -0.03 0.10 0.001
H 1.6588 1.2890 -7.2807 -0.55 -0.03 -0.25 0.001
H 0.1087 0.9152 -8.1086 0.28 0.12 0.17 0.002
H 0.2198 -1.3470 -0.6280 -0.22 -0.18 -0.13 0.000
H -0.7521 -2.8462 -0.3922 0.05 0.08 -0.19 0.020
H -1.4517 -1.4232 -1.2684 0.12 -0.11 0.26 0.003
F -1.6463 0.2986 -3.0381 -0.40 -0.32 -0.17 0.169
```
Forces are in eV/Å.

Values from the calculation:
Frontier orbital gap (alpha / beta) in eV: 8.0486 / 5.1641
Max |F| in eV/Å: 6.3
<S²>: 8.76
ΔE to the lowest compared entry with this formula, charge and spin in kcal/mol: 0.0
Total charge: +2
Spin multiplicity: 6
Total energy in Ha: -1476.1609